No. 1
Density functional theory data (ωB97M-V/def2-TZVPD) for a structure of composition C73H76BrN4OP3Sr in a non-equilibrium geometry.

The geometry in XYZ format:
```
159
Properties=species:S:1:pos:R:3:forces:R:3
Sr -0.165450 -0.041485 -0.037267 14.9 -3.3 -6.0
N -1.228950 1.541115 0.597733 -4.3 6.7 2.9
P -0.196950 1.503415 1.960933 3.5 4.4 3.2
C -1.370050 2.013015 3.227833 -0.2 0.1 0.2
C -1.400750 1.296915 4.414533 0.3 0.1 0.2
C -2.426950 1.510515 5.308633 0.0 0.0 0.3
C -3.438150 2.414415 5.000633 -0.1 0.1 0.2
C -3.432750 3.092315 3.793633 -0.1 0.3 0.2
C -2.410550 2.865015 2.892433 0.3 0.8 0.1
C 0.899450 2.986815 1.870933 -0.2 -0.5 -0.1
C 2.031750 2.843615 1.064733 -0.3 -0.1 0.1
C 3.016350 3.816415 1.107033 0.2 -0.1 -0.2
C 2.885550 4.909215 1.952533 0.1 0.0 0.0
C 1.766950 5.040715 2.761333 0.0 0.1 0.1
C 0.775450 4.075215 2.723733 -0.2 0.1 0.1
P -1.941450 0.296515 1.549033 -4.7 -1.0 2.6
C -3.647850 0.704315 1.728133 -0.3 -0.3 0.1
C -4.293550 0.242815 2.854933 0.1 -0.1 0.2
C -5.672650 0.268415 2.864633 -0.4 -0.1 0.1
C -6.359250 0.730815 1.749733 -0.4 0.0 0.1
C -5.691650 1.138315 0.603633 -0.1 0.1 -0.1
C -4.318550 1.104115 0.595633 -0.1 0.4 -0.4
C -2.294550 -0.757285 0.213533 -3.6 -1.5 -0.7
C -2.221150 -0.107485 -0.982667 -2.8 -1.5 -2.2
C -2.909050 -0.604485 -2.066067 0.1 0.1 -0.3
C -3.679650 -1.741885 -1.905467 -0.2 -0.2 -0.2
C -3.793150 -2.360885 -0.669967 -0.3 -0.2 -0.1
C -3.132950 -1.832285 0.414233 -0.1 -0.3 0.2
H -1.811050 2.341615 0.322933 0.3 0.0 0.7
H -0.619350 0.560015 4.580233 -0.1 0.1 0.2
H -2.455250 0.951615 6.234533 0.0 0.0 0.1
H -4.255950 2.555515 5.695233 0.0 0.0 0.0
H -4.239250 3.767215 3.531933 0.0 0.0 0.1
H -2.421950 3.349915 1.912733 -0.1 -0.1 0.5
H 2.099350 1.966715 0.402833 0.3 0.4 0.1
H 3.887850 3.723115 0.472233 0.1 0.0 0.0
H 3.661750 5.661415 1.985233 0.1 0.0 0.0
H 1.667850 5.898415 3.416633 0.0 0.0 0.0
H -0.104850 4.172515 3.355833 0.2 0.0 -0.1
H -3.688350 -0.133585 3.678433 -0.4 0.0 -0.1
H -6.222750 -0.100285 3.720933 0.0 0.1 0.0
H -7.441350 0.753015 1.764333 0.0 -0.1 0.0
H -6.233250 1.432815 -0.286467 -0.1 0.0 0.1
H -3.720050 1.322215 -0.297367 -0.9 -0.1 0.7
H -1.730250 0.837315 -0.892567 -0.9 0.4 -2.0
H -2.885650 -0.099885 -3.016967 0.0 0.0 -0.2
H -4.250250 -2.117485 -2.742467 0.0 -0.1 -0.1
H -4.444350 -3.213885 -0.550567 0.0 -0.1 0.0
H -3.320750 -2.156785 1.437133 0.0 -0.2 -0.4
C -2.973850 -7.670085 -0.615467 0.1 0.2 0.2
C -2.666950 -6.861485 0.648333 -0.1 -0.2 0.0
C -4.014250 -6.451685 1.270233 0.2 -0.1 -0.1
C -1.888550 -7.755285 1.626233 -0.2 0.1 -0.1
C -1.825450 -5.619985 0.376733 0.0 0.1 0.0
C -1.629150 -4.717685 1.418533 0.0 0.0 -0.2
C -0.917750 -3.569485 1.173333 0.3 0.1 -0.1
Br -0.836150 -2.222785 2.520533 0.6 -1.1 0.7
C -0.317550 -3.229385 -0.063867 0.2 0.5 0.1
O 0.240250 -2.024785 -0.185367 -0.5 -5.4 0.0
C -0.447650 -4.197785 -1.094867 0.1 0.3 0.2
C -1.224250 -5.332885 -0.846067 0.0 0.1 0.3
C 0.146350 -3.999785 -2.494967 0.1 0.1 -0.1
C 0.975450 -5.226485 -2.904667 -0.2 0.2 0.1
C -0.997650 -3.800985 -3.494567 0.2 0.0 0.2
C 1.080650 -2.786285 -2.609067 -0.7 0.4 0.6
H -3.607550 -8.515585 -0.349867 0.0 -0.1 0.0
H -2.064450 -8.057485 -1.068367 0.1 -0.1 -0.1
H -3.506150 -7.062685 -1.344967 0.0 0.0 -0.1
H -4.661450 -7.318985 1.397033 0.0 -0.1 0.0
H -4.524850 -5.740085 0.622233 -0.1 0.1 0.0
H -3.879850 -5.995185 2.247733 0.0 0.1 0.1
H -2.455850 -8.655285 1.859033 0.0 -0.1 0.0
H -1.682950 -7.224085 2.552533 0.0 0.0 0.1
H -0.935350 -8.039885 1.184333 0.1 -0.1 0.0
H -2.045550 -4.904885 2.398933 0.0 0.1 0.0
H -1.386350 -6.030385 -1.652367 0.1 0.0 -0.2
H 0.394950 -6.142785 -2.899367 -0.1 -0.2 0.0
H 1.815550 -5.338485 -2.227467 0.2 -0.1 0.1
H 1.356350 -5.073485 -3.911067 0.1 0.0 -0.1
H -1.692250 -4.636585 -3.490367 -0.2 -0.1 0.0
H -0.598450 -3.695385 -4.499267 0.1 0.1 -0.2
H -1.524550 -2.888985 -3.232367 -0.2 0.1 -0.1
H 1.832850 -2.806085 -1.823967 0.2 -0.1 -0.2
H 0.548550 -1.822785 -2.435367 0.5 -0.7 -0.6
H 1.555650 -2.812585 -3.584467 0.1 0.2 -0.2
C 3.096650 4.803115 -3.088467 0.0 0.1 0.0
C 2.574950 4.905815 -4.489567 -0.1 0.0 0.0
C 3.330550 5.532815 -5.471467 0.0 0.0 -0.1
C 2.854950 5.704415 -6.760767 0.0 0.0 0.0
C 1.588850 5.253115 -7.092067 0.1 0.1 0.0
C 0.817850 4.627815 -6.130767 0.0 -0.1 0.1
C 1.299950 4.435915 -4.838567 0.3 0.2 -0.3
N 0.455250 3.850015 -3.882067 -0.5 0.2 0.2
C 0.680250 2.691215 -3.147967 0.7 -0.1 -0.7
N 1.760550 1.981015 -3.559767 -1.0 1.1 -0.9
C 2.619650 1.022815 -3.002267 1.3 -1.3 0.8
C 2.332250 0.232615 -1.867067 -0.2 0.8 0.1
C 3.430250 -0.557085 -1.422867 -1.0 0.9 -0.5
C 4.664750 -0.581285 -2.052567 0.0 -0.4 0.3
C 4.863250 0.134015 -3.223867 -0.2 -0.1 0.3
C 3.852450 0.931415 -3.716967 -0.4 0.1 0.0
C 4.102550 1.660615 -5.016267 0.1 -0.1 0.2
N -0.134450 2.348615 -2.234767 -0.2 -1.3 1.0
C -1.202050 3.082915 -1.779067 -0.4 0.6 -0.2
C -2.493550 2.642615 -2.081467 0.0 0.4 -0.3
C -3.603450 3.168915 -1.447067 -0.1 0.3 -0.1
C -3.443850 4.111115 -0.440967 -0.2 0.1 -0.1
C -2.173850 4.616415 -0.192167 -0.1 0.1 0.0
C -1.059850 4.152715 -0.874367 0.1 0.1 -0.2
C 0.286350 4.756515 -0.679967 0.0 0.1 -0.1
H 4.127750 5.141515 -3.044167 0.1 0.0 0.0
H 3.044350 3.788915 -2.698067 0.1 0.0 0.1
H 2.511250 5.444415 -2.431767 -0.1 0.0 0.1
H 4.305550 5.920315 -5.209267 0.1 0.0 0.0
H 3.469550 6.199815 -7.497267 0.0 0.0 -0.1
H 1.205350 5.386615 -8.093467 0.0 0.0 0.0
H -0.177150 4.286315 -6.377167 -0.1 -0.1 0.0
H -0.513750 4.128215 -3.936467 0.0 -0.1 0.1
H 2.123150 2.357415 -4.427767 -0.1 -0.1 0.2
H 3.206150 -1.142385 -0.538567 0.5 -0.3 0.0
H 5.469350 -1.180885 -1.654167 0.2 -0.2 0.1
H 5.799350 0.065615 -3.758567 0.1 0.0 0.0
H 5.055050 1.349715 -5.434867 0.1 0.0 -0.1
H 4.153150 2.738415 -4.883967 -0.1 0.2 -0.1
H 3.337050 1.434815 -5.755867 -0.2 0.0 -0.2
H -2.596550 1.854115 -2.809667 0.0 0.1 -0.1
H -4.592550 2.802915 -1.701267 0.1 0.0 0.0
H -4.296650 4.442715 0.140933 0.0 0.1 -0.1
H -2.032650 5.380015 0.564433 0.0 0.1 0.0
H 0.349650 5.307715 0.256133 0.1 0.0 0.0
H 0.471350 5.450015 -1.500667 0.1 0.1 0.0
H 1.046550 3.978815 -0.706667 0.0 0.2 -0.1
C 4.360750 0.445715 1.833933 -0.4 -0.1 0.0
P 2.677650 -0.280485 2.048333 0.5 -0.2 0.1
C 3.152150 -2.029885 2.330633 -0.2 0.2 -0.3
C 3.913550 -2.480085 3.403833 0.1 -0.1 -0.1
C 4.173050 -3.833885 3.543233 0.0 0.1 0.0
C 3.687850 -4.729185 2.602633 -0.1 0.0 -0.2
C 2.944950 -4.275985 1.519933 -0.1 -0.1 -0.2
C 2.666550 -2.923685 1.375933 -0.1 0.4 0.3
C 2.337150 0.212215 3.772733 0.0 0.1 0.1
C 2.714850 1.457815 4.272033 0.0 -0.1 0.0
C 2.479750 1.790615 5.596333 -0.1 0.1 0.1
C 1.849750 0.894315 6.443633 0.0 0.0 0.0
C 1.444350 -0.336385 5.950533 -0.1 0.0 0.1
C 1.677150 -0.670685 4.627133 0.0 0.1 0.1
H 4.736750 0.035215 0.899533 0.2 0.0 0.0
H 5.006950 0.187315 2.673633 0.1 0.0 -0.1
H 4.270850 1.522815 1.728633 0.2 0.1 0.0
H 4.280650 -1.785185 4.146533 0.0 0.1 0.1
H 4.744950 -4.194585 4.387533 0.0 0.0 0.0
H 3.876150 -5.785085 2.728133 0.0 -0.1 -0.1
H 2.568450 -4.978585 0.788733 -0.1 -0.1 0.0
H 2.021450 -2.477985 0.600633 0.5 -0.8 0.3
H 3.208750 2.168115 3.627133 0.1 0.1 -0.1
H 2.795350 2.754115 5.974033 0.0 0.1 0.0
H 1.674950 1.149115 7.480133 0.0 0.0 0.0
H 0.941350 -1.036885 6.603033 0.0 -0.1 0.0
H 1.364950 -1.633285 4.251733 0.0 -0.1 0.0
```
Forces are in eV/Å.

Total energy = -6750.1438 hartree
Multiplicity = 1
Kohn-Sham gap = 0.23063 hartree
HOMO level = -6.22 eV

Atom charges from the Löwdin analysis, given in e for atoms 1 to 4: number 1, Sr, carries 1.34; number 2, N, carries -0.59; number 3, P, carries 0.79; number 4, C, carries -0.41

---

No. 2
Density functional theory data (ωB97M-V/def2-TZVPD) for a cluster of 10 separate species, C73H85F3O4SSi in total in a non-equilibrium geometry.

The geometry in XYZ format:
```
167
Properties=species:S:1:pos:R:3:forces:R:3
C 3.630134 0.212776 -2.308984 -0.6 0.6 0.0
Si 2.771496 1.670419 -3.212163 0.4 -0.6 0.6
C 1.750815 0.910107 -4.617745 0.4 0.2 0.5
C 4.167828 2.802110 -3.830132 -0.4 0.1 -0.5
C 3.891047 3.488966 -5.199737 0.7 0.4 0.0
C 3.503187 4.984945 -5.105601 -0.7 -0.5 -0.4
C 2.543317 5.325799 -3.953041 0.3 1.2 -0.1
C 2.660188 6.833675 -3.527877 0.3 -0.8 0.5
C 2.936107 6.972931 -1.999200 -0.6 0.7 -0.3
C 2.113503 8.120418 -1.316215 0.8 -1.0 0.4
C 0.975126 7.576772 -0.417142 0.8 1.0 0.7
O -0.350663 7.690943 -0.976319 -0.5 -0.8 -0.5
S -0.573047 6.685826 -2.253997 0.1 0.4 -1.1
O 0.181081 5.482372 -2.025573 0.2 0.1 0.1
O -2.172008 6.250810 -2.086940 0.6 0.4 0.7
C -2.420071 5.110244 -2.920834 -0.8 0.0 0.0
C -3.909453 5.092616 -3.344957 0.6 -0.8 -1.3
O -4.017368 5.293865 -4.751796 -0.2 0.3 0.2
C -4.499964 3.692924 -3.073085 0.1 1.0 0.7
F -4.526508 3.481846 -1.739001 -0.2 -0.3 -0.3
F -5.735720 3.587136 -3.563721 0.1 -0.2 0.2
F -3.743030 2.721083 -3.627866 -0.2 0.1 0.0
C 1.661763 2.478251 -1.902377 0.1 -0.1 -0.8
C 0.280688 2.359913 -1.942925 -0.2 -0.1 -0.1
C -0.493705 2.924890 -0.946837 -1.1 -0.5 0.1
C 0.062388 3.605029 0.105497 0.1 0.2 0.5
C 1.438618 3.755342 0.141961 0.0 0.2 0.7
C 2.213013 3.192316 -0.844401 0.8 -0.1 -0.2
H 3.431556 0.304664 -1.232472 0.2 -0.1 -0.2
H 3.162132 -0.719294 -2.649017 0.4 0.0 0.1
H 4.710822 0.239511 -2.479573 -0.2 -0.3 0.0
H 1.253671 1.668124 -5.232174 0.0 -0.3 0.0
H 1.035669 0.212681 -4.163543 0.0 0.2 -0.2
H 2.442512 0.305336 -5.220410 -0.2 0.2 -0.1
H 5.070355 2.182545 -3.924988 -0.2 0.0 0.1
H 4.403020 3.575484 -3.083215 0.0 -0.3 -0.1
H 4.832085 3.444967 -5.769644 -0.3 0.0 0.0
H 3.157878 2.960500 -5.823420 0.0 0.0 0.4
H 2.972800 5.228713 -6.041116 0.3 0.1 0.1
H 4.394236 5.627193 -5.123329 -0.1 -0.2 0.4
H 1.506125 5.148933 -4.259576 0.2 -0.3 0.1
H 2.721787 4.750303 -3.041529 0.0 -0.1 -0.4
H 3.522109 7.288590 -4.032400 -0.3 0.0 -0.1
H 1.763168 7.391452 -3.821265 0.2 -0.1 0.1
H 2.687137 6.062134 -1.441558 0.1 0.0 -0.4
H 4.011775 7.140519 -1.856431 -0.2 0.0 0.0
H 2.815717 8.613847 -0.629291 -0.3 0.2 -0.1
H 1.756573 8.869192 -2.030714 0.0 -0.1 0.2
H 1.195702 6.568303 -0.046597 -0.3 0.1 -0.4
H 0.963487 8.213706 0.477123 -0.5 -0.1 -0.2
H -2.192755 4.169279 -2.407277 0.4 0.5 0.0
H -1.828501 5.206272 -3.842124 -0.1 -0.3 0.2
H -4.516410 5.864962 -2.866911 0.2 -0.2 0.1
H -3.652452 4.529135 -5.215283 0.0 0.1 0.1
H -0.224744 1.817964 -2.742083 0.2 0.1 0.0
H -1.577722 2.804764 -0.977676 0.2 -0.1 0.0
H -0.554762 4.022079 0.898341 0.0 0.0 -0.2
H 1.892198 4.295170 0.973029 0.0 -0.1 -0.2
H 3.301591 3.279059 -0.808314 -0.2 0.1 0.1
C -2.742755 -0.092548 -0.508737 0.0 0.0 0.0
C -1.601569 -0.705209 -0.007227 0.0 0.0 0.0
C -1.641774 -1.345463 1.223415 0.0 0.0 0.0
C -2.825143 -1.381233 1.948467 0.0 0.0 0.0
C -3.966896 -0.772004 1.445965 0.0 0.0 0.0
C -3.924777 -0.123867 0.218886 0.0 0.0 0.0
H -2.710909 0.410448 -1.467876 0.0 0.0 0.0
H -0.679981 -0.681974 -0.575951 0.0 0.0 0.0
H -0.750622 -1.817772 1.618668 0.0 0.0 0.0
H -2.856424 -1.885098 2.907378 0.0 0.0 0.0
H -4.890218 -0.802036 2.011705 0.0 0.0 0.0
H -4.813760 0.356200 -0.171103 0.0 0.0 0.0
C -4.982620 -4.300665 2.791420 0.0 0.0 0.0
C -4.920125 -4.262425 4.177840 0.0 0.0 0.0
C -5.802719 -5.019682 4.935782 0.0 0.0 0.1
C -6.743131 -5.823599 4.306483 0.0 0.0 0.0
C -6.804001 -5.865109 2.919737 0.0 0.0 0.0
C -5.926642 -5.100718 2.161965 0.0 0.0 0.0
H -4.295337 -3.707494 2.201571 0.0 0.0 0.0
H -4.181920 -3.640095 4.669535 0.0 0.0 0.0
H -5.757171 -4.984186 6.017402 0.0 0.0 0.0
H -7.428794 -6.418182 4.898071 0.0 0.0 0.0
H -7.536813 -6.493632 2.428506 0.0 0.0 0.0
H -5.977723 -5.129318 1.080767 0.0 0.0 0.0
C 5.135438 -1.429400 -6.449958 0.0 0.0 0.0
C 5.441910 -0.428445 -5.538741 0.0 0.0 0.0
C 6.669432 -0.429386 -4.891055 0.0 0.0 0.0
C 7.595546 -1.427195 -5.161474 0.0 0.0 0.0
C 7.290738 -2.426664 -6.075490 0.0 0.0 0.0
C 6.059513 -2.430569 -6.716833 0.0 0.0 0.0
H 4.175924 -1.429779 -6.952618 0.0 0.0 0.0
H 4.722215 0.353987 -5.332256 0.0 0.0 0.0
H 6.905446 0.348871 -4.175009 0.0 0.0 0.0
H 8.555201 -1.425894 -4.659897 0.0 0.0 0.0
H 8.014491 -3.204161 -6.287376 0.0 0.0 0.0
H 5.820244 -3.213413 -7.425745 0.0 0.0 0.0
C 1.380314 -2.827802 5.379423 0.0 0.0 0.0
C 0.564688 -3.408509 4.417955 0.0 0.0 0.0
C -0.793117 -3.564620 4.661390 -0.1 0.0 0.0
C -1.336698 -3.131060 5.863151 0.0 0.0 0.0
C -0.521673 -2.547250 6.823255 0.0 0.0 0.0
C 0.837447 -2.399282 6.583231 0.0 0.0 0.0
H 2.439857 -2.708988 5.190672 0.0 0.0 0.0
H 0.987786 -3.740631 3.477895 0.0 0.0 0.0
H -1.428681 -4.024047 3.913134 0.0 0.0 0.0
H -2.396644 -3.248168 6.051783 0.0 0.0 0.0
H -0.946216 -2.207779 7.759857 0.0 0.0 0.0
H 1.473981 -1.948555 7.334178 0.0 0.0 0.0
C 11.203103 -5.578916 -8.482118 0.0 0.0 0.0
C 10.136123 -5.216033 -7.671813 0.0 0.0 0.0
C 10.067558 -5.678992 -6.364240 0.0 0.0 0.0
C 11.071597 -6.497351 -5.864828 0.0 0.0 0.0
C 12.140284 -6.857148 -6.674265 0.0 0.0 0.0
C 12.204218 -6.401475 -7.983996 0.0 0.0 0.0
H 11.254630 -5.220461 -9.502544 0.0 0.0 0.0
H 9.356527 -4.571965 -8.060397 0.0 0.0 0.0
H 9.231786 -5.401359 -5.733480 0.0 0.0 0.0
H 11.020757 -6.854691 -4.843975 0.0 0.0 0.0
H 12.924069 -7.494240 -6.283964 0.0 0.0 0.0
H 13.035325 -6.686618 -8.616667 0.0 0.0 0.0
C -2.997079 6.169459 3.440512 0.0 0.0 0.0
C -2.144330 6.840245 2.573473 0.0 0.0 0.0
C -2.372630 6.810408 1.202248 0.2 0.2 0.0
C -3.466723 6.112836 0.703714 -0.1 0.0 0.2
C -4.321579 5.444980 1.571489 0.0 0.0 0.0
C -4.084932 5.469382 2.939123 0.0 0.0 0.0
H -2.813328 6.192494 4.507681 0.0 0.0 0.0
H -1.296621 7.388267 2.967678 0.0 0.0 0.0
H -1.689581 7.335630 0.532235 -0.5 -0.3 0.3
H -3.651419 6.090505 -0.359205 0.0 0.0 0.0
H -5.174231 4.903205 1.180001 0.0 0.0 0.0
H -4.749040 4.943869 3.614110 0.0 0.0 0.0
C -5.046500 -6.022638 8.731652 0.0 0.0 0.0
C -5.462901 -7.194580 9.348094 0.0 0.0 0.0
C -6.465090 -7.156313 10.307898 0.0 0.0 0.0
C -7.057527 -5.946819 10.644971 0.0 0.0 0.0
C -6.643810 -4.775089 10.026301 0.0 0.0 0.0
C -5.635722 -4.811698 9.072638 0.0 0.0 0.0
H -4.262236 -6.052545 7.984941 0.0 0.0 0.0
H -5.005238 -8.138758 9.080538 0.0 0.0 0.0
H -6.785352 -8.069755 10.793120 0.0 0.0 0.0
H -7.842355 -5.917794 11.390358 0.0 0.0 0.0
H -7.107145 -3.832061 10.288273 0.0 0.0 0.0
H -5.309564 -3.896347 8.593799 0.0 0.0 0.0
C -11.243944 -9.588987 0.825471 0.0 0.0 0.0
C -10.942714 -8.580817 1.730794 0.0 0.0 0.0
C -9.717740 -8.577763 2.383817 0.0 0.0 0.0
C -8.789860 -9.577464 2.124925 0.0 0.0 0.0
C -9.089926 -10.583630 1.216821 0.0 0.0 0.0
C -10.318285 -10.591868 0.570123 0.0 0.0 0.0
H -12.200615 -9.593395 0.318324 0.0 0.0 0.0
H -11.663437 -7.797107 1.928152 0.0 0.0 0.0
H -9.485421 -7.794684 3.095288 0.0 0.0 0.0
H -7.832381 -9.571840 2.631294 0.0 0.0 0.0
H -8.365762 -11.362604 1.013521 0.0 0.0 0.0
H -10.554140 -11.379653 -0.134258 0.0 0.0 0.0
C 6.270489 3.414771 3.405097 0.0 0.0 0.0
C 5.666629 3.592965 2.168110 0.0 0.0 0.0
C 4.914657 4.733212 1.920866 0.0 0.0 0.0
C 4.773662 5.699844 2.907291 0.0 0.0 0.0
C 5.380548 5.523168 4.143171 0.0 0.0 0.0
C 6.125571 4.378981 4.393581 0.0 0.0 0.0
H 6.854452 2.523916 3.599313 0.0 0.0 0.0
H 5.781466 2.841953 1.396147 0.0 0.0 0.0
H 4.437936 4.869291 0.957056 0.0 0.0 0.0
H 4.190372 6.591521 2.712443 0.0 0.0 0.0
H 5.272050 6.277709 4.912234 0.0 0.0 0.0
H 6.594506 4.238832 5.359370 0.0 0.0 0.0
```
Forces are in eV/Å.

Total energy = -4120.8609 hartree
Multiplicity = 1
Kohn-Sham gap = 0.34391 hartree
HOMO level = -8.94 eV

Atom charges from the Löwdin analysis, given in e for atoms 1 to 4: number 1, C, carries -0.16; number 2, Si, carries 0.61; number 3, C, carries -0.17; number 4, C, carries -0.25